No. 1
Here is a structure of composition CH3BI2S at a distorted geometry from the Open Molecules 2025 dataset. Energies are from ωB97M-V/def2-TZVPD.

Structure (ORCA input):
```
! wB97M-V def2-TZVPD RIJCOSX def2/J DEFGRID3
* xyz 0 1
I 1.114 -2.980 -1.416
I 2.560 -0.048 0.262
S -0.816 -0.118 -0.951
C -0.910 0.883 0.475
B 0.776 -0.928 -0.721
H -0.288 1.793 0.247
H -0.487 0.385 1.338
H -1.950 1.013 0.766
*
```

Results
- LUMO energy: -0.34 eV
- Gap between HOMO and LUMO: 0.3312 hartree


No. 2
Here is a cluster of 2 separate species, CH3BO4 in total at a distorted geometry from the Open Molecules 2025 dataset. Energies are from ωB97M-V/def2-TZVPD.

Structure (ORCA input):
```
! wB97M-V def2-TZVPD RIJCOSX def2/J DEFGRID3
* xyz 0 1
O -0.524 -0.591 0.169
O -2.450 1.126 -0.427
O 1.481 -0.840 1.334
O 1.303 0.743 -0.442
C -1.874 0.254 -0.902
B 0.765 -0.208 0.397
H 1.130 -1.278 2.108
H 2.199 1.080 -0.415
H -2.029 -0.287 -1.820
*
```

Results
- Relative energy (zero: lowest compared OMol25 entry of this formula, charge and spin): 49.69 kcal per mole
- LUMO energy: 0.34 eV
- Gap between HOMO and LUMO: 0.3959 hartree


No. 3
Here is a cluster of 2 separate species, CH3Br2O2P in total at a distorted geometry from the Open Molecules 2025 dataset. Energies are from ωB97M-V/def2-TZVPD.

Structure (ORCA input):
```
! wB97M-V def2-TZVPD RIJCOSX def2/J DEFGRID3
* xyz 0 3
Br 4.643 1.455 -0.490
Br 4.700 -1.891 0.197
P 3.321 -0.106 0.333
O 1.111 0.060 -1.198
O 2.904 0.191 1.691
C 0.212 0.280 -0.289
H -0.703 0.602 -0.829
H 0.383 1.319 0.229
H -0.023 -0.442 0.420
*
```

Results
- Relative energy (zero: lowest compared OMol25 entry of this formula, charge and spin): 0.00 kcal per mole
- ⟨S²⟩: 2.012
- LUMO energy (spin up / spin down): 0.60 / -3.12 eV
- Gap between HOMO and LUMO (spin up / spin down): 0.3585 / 0.2764 hartree


No. 4
Here is a cluster of 2 separate species, CH3Br2PS in total at a distorted geometry from the Open Molecules 2025 dataset. Energies are from ωB97M-V/def2-TZVPD.

Structure (ORCA input):
```
! wB97M-V def2-TZVPD RIJCOSX def2/J DEFGRID3
* xyz 0 1
Br -0.892 0.373 1.315
Br -4.037 -0.540 0.962
S 1.115 1.825 -1.623
P 1.983 0.277 -0.734
C -2.217 -0.966 1.052
H -1.799 -1.651 0.270
H 3.219 -0.235 -1.559
H 2.629 0.918 0.317
*
```

Results
- Relative energy (zero: lowest compared OMol25 entry of this formula, charge and spin): 120.57 kcal per mole
- LUMO energy (spin up / spin down): -0.86 / -2.17 eV
- Gap between HOMO and LUMO (spin up / spin down): 0.2996 / 0.2397 hartree


No. 5
Here is a cluster of 2 separate species, CH3Br3Si in total at a distorted geometry from the Open Molecules 2025 dataset. Energies are from ωB97M-V/def2-TZVPD.

Structure (ORCA input):
```
! wB97M-V def2-TZVPD RIJCOSX def2/J DEFGRID3
* xyz 0 1
Br -2.270 -0.969 0.340
Br 2.007 -1.776 0.118
Br 1.894 1.797 -0.010
Si 0.747 -0.002 0.559
C -0.792 -0.146 -0.509
H -0.689 -0.480 -1.535
H 0.465 0.017 1.976
H -1.362 1.559 -0.939
*
```

Results
- Relative energy (zero: lowest compared OMol25 entry of this formula, charge and spin): 69.08 kcal per mole
- LUMO energy: -0.62 eV
- Gap between HOMO and LUMO: 0.3394 hartree


No. 6
Here is an isolated molecule of CH3BrCl2Si at a distorted geometry from the Open Molecules 2025 dataset. Energies are from ωB97M-V/def2-TZVPD.

Structure (ORCA input):
```
! wB97M-V def2-TZVPD RIJCOSX def2/J DEFGRID3
* xyz 0 1
Br -1.904 -1.139 0.065
Cl 1.992 -2.467 -0.338
Cl 2.650 0.757 0.137
Si 1.339 -0.750 0.428
C -0.406 -0.015 -0.490
H -0.630 0.999 -0.193
H 1.001 -0.859 1.838
H -0.345 -0.102 -1.571
*
```

Results
- Relative energy (zero: lowest compared OMol25 entry of this formula, charge and spin): 0.52 kcal per mole
- Structure (SMILES): Cl[SiH](Cl)CBr
- LUMO energy: 0.58 eV
- Gap between HOMO and LUMO: 0.3841 hartree


No. 7
Here is a cluster of 2 separate species, CH3BrCl2Si in total at a distorted geometry from the Open Molecules 2025 dataset. Energies are from ωB97M-V/def2-TZVPD.

Structure (ORCA input):
```
! wB97M-V def2-TZVPD RIJCOSX def2/J DEFGRID3
* xyz 0 1
Br -1.526 -1.073 -0.373
Cl 2.425 -0.931 -1.504
Cl 1.849 -1.701 1.678
Si 1.645 -0.279 0.271
C -2.019 0.676 -0.109
H -3.125 0.839 -0.179
H -1.389 1.513 -0.399
H 2.140 0.957 0.615
*
```

Results
- Relative energy (zero: lowest compared OMol25 entry of this formula, charge and spin): 88.11 kcal per mole
- LUMO energy (spin up / spin down): -0.73 / -0.47 eV
- Gap between HOMO and LUMO (spin up / spin down): 0.2957 / 0.2578 hartree


No. 8
Here is a structure of composition CH3BrClNO2S at a distorted geometry from the Open Molecules 2025 dataset. Energies are from ωB97M-V/def2-TZVPD.

Structure (ORCA input):
```
! wB97M-V def2-TZVPD RIJCOSX def2/J DEFGRID3
* xyz 0 1
Br -1.603 -1.639 -0.653
Cl -1.546 1.057 -2.102
S -0.097 0.666 0.512
O 0.455 1.952 0.227
O -1.135 0.614 1.494
N 1.140 -0.423 0.951
C -0.625 -0.198 -1.260
H 0.417 -0.425 -1.646
H 0.933 -1.365 1.429
H 2.059 -0.238 1.047
*
```

Results
- Relative energy (zero: lowest compared OMol25 entry of this formula, charge and spin): 25.15 kcal per mole
- LUMO energy: 0.34 eV
- Gap between HOMO and LUMO: 0.3924 hartree


No. 9
Here is a cluster of 2 separate species, CH3BrClPS in total at a distorted geometry from the Open Molecules 2025 dataset. Energies are from ωB97M-V/def2-TZVPD.

Structure (ORCA input):
```
! wB97M-V def2-TZVPD RIJCOSX def2/J DEFGRID3
* xyz 0 1
Br -3.168 -1.222 -0.761
Cl -2.164 3.274 -0.638
S -2.088 -0.838 2.551
P -2.135 0.009 0.786
C -0.469 0.430 0.208
H -0.365 1.047 0.988
H -0.388 1.003 -0.696
H 0.313 -0.328 0.294
*
```

Results
- Relative energy (zero: lowest compared OMol25 entry of this formula, charge and spin): 78.42 kcal per mole
- LUMO energy (spin up / spin down): -4.29 / -4.30 eV
- Gap between HOMO and LUMO (spin up / spin down): 0.1784 / 0.1776 hartree


No. 10
Here is a cluster of 2 separate species, CH3BrFO2P in total at a distorted geometry from the Open Molecules 2025 dataset. Energies are from ωB97M-V/def2-TZVPD.

Structure (ORCA input):
```
! wB97M-V def2-TZVPD RIJCOSX def2/J DEFGRID3
* xyz 0 1
Br 3.960 1.008 -0.057
P 4.213 -1.227 0.194
F 3.287 -1.579 -1.067
O 3.163 -1.711 1.312
O 0.141 0.133 0.560
C -0.509 0.217 -0.428
H 2.127 -1.708 1.117
H -0.670 -0.748 -1.084
H -0.490 1.166 -0.959
*
```

Results
- Relative energy (zero: lowest compared OMol25 entry of this formula, charge and spin): 44.74 kcal per mole
- Structure (SMILES): OP(F)Br.C=O
- LUMO energy: 0.38 eV
- Gap between HOMO and LUMO: 0.3849 hartree


No. 11
Here is a structure of composition CH3BrI2Si at a distorted geometry from the Open Molecules 2025 dataset. Energies are from ωB97M-V/def2-TZVPD.

Structure (ORCA input):
```
! wB97M-V def2-TZVPD RIJCOSX def2/J DEFGRID3
* xyz 0 1
I 3.283 -0.914 0.800
I -0.793 -2.667 0.809
Br -1.572 1.507 0.797
Si -0.495 -0.839 -0.815
C 0.066 0.834 -0.002
H 0.300 1.588 -0.682
H -1.363 -0.375 -1.812
H 0.574 0.866 0.905
*
```

Results
- Relative energy (zero: lowest compared OMol25 entry of this formula, charge and spin): 112.95 kcal per mole
- LUMO energy (spin up / spin down): -1.55 / -3.26 eV
- Gap between HOMO and LUMO (spin up / spin down): 0.3048 / 0.1655 hartree


No. 12
Here is an isolated molecule of CH3BrN2O at a distorted geometry from the Open Molecules 2025 dataset. Energies are from ωB97M-V/def2-TZVPD.

Structure (ORCA input):
```
! wB97M-V def2-TZVPD RIJCOSX def2/J DEFGRID3
* xyz 0 1
Br 1.014 -0.731 2.075
O -0.564 -0.735 -2.459
N 0.188 -0.234 -0.528
N -0.858 -0.446 -1.299
C -0.031 0.468 0.849
H 1.057 -0.001 -0.934
H -1.056 0.294 1.198
H 0.250 1.386 1.097
*
```

Results
- Relative energy (zero: lowest compared OMol25 entry of this formula, charge and spin): 11.04 kcal per mole
- Structure (SMILES): O=NNCBr
- LUMO energy: 0.38 eV
- Gap between HOMO and LUMO: 0.3763 hartree